[1]
Formula: C20H42BCl2O6
Source: the OMol25 dataset
Level of theory: ωB97M-V/def2-TZVPD

LUMO energy, Ha: 0.084
E_tot, Ha: -2183.84275
Gap between HOMO and LUMO, eV: 7.25
Charge: -1

Cartesian coordinates (Å):
C  0.336  0.192  -0.301
C  1.025  1.627  0.090
C  2.098  1.971  -1.146
C  -0.027  2.851  0.377
C  -1.317  2.459  1.309
B  -2.745  3.070  0.675
C  -3.156  2.400  -0.769
Cl  -3.971  3.690  -1.866
C  -4.030  1.016  -0.670
C  -5.169  0.992  0.509
Cl  -3.031  -0.536  -0.501
H  -0.369  -0.263  0.514
H  -0.336  0.362  -1.265
H  1.168  -0.612  -0.519
H  1.694  1.507  1.057
H  3.104  1.399  -0.902
H  1.702  1.481  -2.159
H  2.271  3.129  -1.278
H  -0.445  3.374  -0.605
H  0.586  3.683  0.972
H  -1.188  3.038  2.346
H  -1.404  1.325  1.590
H  -3.596  3.078  1.486
H  -2.500  4.222  0.450
H  -2.137  2.131  -1.316
H  -4.617  0.921  -1.705
H  -5.783  1.991  0.623
H  -4.640  0.677  1.531
H  -5.891  0.077  0.256
O  2.284  -0.677  -3.829
C  1.513  -1.625  -3.970
O  0.344  -1.662  -3.294
C  -0.710  -2.609  -3.543
C  -0.488  -3.887  -2.758
C  1.896  -2.801  -4.818
H  -0.837  -2.791  -4.614
H  -1.637  -2.136  -3.200
H  0.434  -4.389  -3.062
H  -1.323  -4.579  -2.900
H  -0.391  -3.668  -1.688
H  2.478  -3.505  -4.217
H  2.513  -2.444  -5.649
H  1.047  -3.311  -5.269
O  -4.088  -4.093  0.323
C  -4.116  -3.689  1.484
O  -3.582  -4.431  2.479
C  -3.378  -3.963  3.825
C  -4.624  -4.164  4.664
C  -4.828  -2.415  1.834
H  -3.027  -2.927  3.836
H  -2.565  -4.567  4.242
H  -5.467  -3.584  4.277
H  -4.445  -3.865  5.701
H  -4.931  -5.217  4.649
H  -5.887  -2.628  1.997
H  -4.726  -1.719  0.994
H  -4.413  -1.906  2.701
O  4.518  2.489  2.411
C  5.499  2.752  1.718
O  5.658  2.168  0.509
C  6.649  2.559  -0.459
C  7.964  1.850  -0.206
C  6.584  3.648  2.237
H  6.758  3.646  -0.498
H  6.261  2.254  -1.437
H  8.385  2.118  0.767
H  8.694  2.101  -0.981
H  7.819  0.763  -0.198
H  7.293  3.055  2.821
H  6.129  4.405  2.885
H  7.111  4.194  1.457



[2]
Formula: C20H42BN5PdSSbSi3
Source: the OMol25 dataset
Level of theory: ωB97M-V/def2-TZVPD

Relative energy (zero: lowest compared OMol25 entry of this formula, charge and spin), kcal per mole: 4.3
LUMO energy, Ha: -0.424
E_tot, Ha: -2719.82423
Gap between HOMO and LUMO, eV: 4.87
Charge: +3

Cartesian coordinates (Å):
Pd  0.883  -1.053  -0.438
B  5.388  -0.713  0.636
C  3.905  -0.713  0.236
N  2.781  -0.700  -0.076
H  5.770  0.429  0.540
H  5.928  -1.439  -0.168
H  5.421  -1.187  1.749
C  1.044  4.625  -0.411
Si  2.291  3.483  0.319
C  3.664  2.918  -0.751
C  2.706  3.713  2.097
Sb  0.666  1.173  0.760
Si  1.073  -0.146  -2.780
C  2.849  0.111  -3.104
C  0.048  1.389  -2.776
C  0.318  -1.610  -3.581
Si  -0.955  1.642  3.034
C  0.299  1.399  4.356
C  -1.431  3.355  2.567
C  -2.284  0.384  2.911
H  1.403  5.648  -0.246
H  0.056  4.566  0.046
H  0.948  4.489  -1.488
H  4.489  3.630  -0.635
H  3.385  2.916  -1.804
H  4.054  1.940  -0.462
H  3.496  4.472  2.147
H  3.117  2.812  2.556
H  1.870  4.079  2.693
H  3.325  0.754  -2.371
H  2.924  0.586  -4.090
H  3.400  -0.830  -3.140
H  0.590  2.213  -2.308
H  -0.927  1.263  -2.299
H  -0.150  1.679  -3.815
H  0.653  -2.560  -3.162
H  0.660  -1.590  -4.624
H  -0.770  -1.571  -3.562
H  0.981  2.244  4.458
H  0.882  0.488  4.208
H  -0.228  1.284  5.310
H  -0.581  4.024  2.431
H  -2.025  3.759  3.396
H  -2.064  3.380  1.677
H  -1.892  -0.612  3.124
H  -2.770  0.392  1.935
H  -3.048  0.615  3.662
N  2.380  -5.055  -0.024
C  1.339  -5.328  -0.879
C  0.618  -4.183  -0.954
N  1.208  -3.217  -0.145
C  2.283  -3.790  0.387
H  3.113  -5.698  0.241
H  1.210  -6.291  -1.343
H  -0.280  -3.988  -1.516
H  2.989  -3.324  1.056
N  -1.443  -2.510  1.577
C  -2.170  -1.969  0.591
S  -1.432  -0.981  -0.652
N  -3.480  -2.091  0.615
C  -4.480  -1.518  -0.255
C  -5.575  -0.928  0.359
C  -6.586  -0.398  -0.427
C  -6.498  -0.468  -1.811
C  -5.408  -1.084  -2.410
C  -4.391  -1.624  -1.634
H  -0.462  -2.689  1.389
H  -1.888  -3.173  2.200
H  -3.867  -2.587  1.411
H  -5.646  -0.890  1.440
H  -7.446  0.059  0.042
H  -7.292  -0.064  -2.423
H  -5.361  -1.175  -3.486
H  -3.582  -2.165  -2.103



[3]
Formula: C20H42Cl24NO
Source: the OMol25 dataset
Level of theory: ωB97M-V/def2-TZVPD

LUMO energy, Ha: 0.057
E_tot, Ha: -11961.69262
Gap between HOMO and LUMO, eV: 2.55
Charge: -1

Cartesian coordinates (Å):
C  1.398  -5.524  0.939
C  1.321  -4.156  0.128
C  1.212  -3.015  1.193
C  1.229  -1.558  0.607
C  0.453  -0.640  1.669
C  2.673  -0.917  0.422
O  2.661  -0.241  -0.884
C  3.795  -1.991  0.261
C  5.211  -1.300  0.079
N  5.937  -1.120  1.368
H  0.519  -5.672  1.603
H  2.363  -5.483  1.497
H  1.423  -6.356  0.193
H  2.241  -4.110  -0.487
H  0.431  -4.201  -0.543
H  0.207  -3.159  1.682
H  1.962  -3.106  2.013
H  0.665  -1.444  -0.356
H  -0.222  -1.229  2.342
H  -0.193  0.106  1.151
H  1.217  -0.156  2.325
H  1.880  0.308  -0.954
H  3.868  -2.685  1.129
H  3.614  -2.537  -0.724
H  5.804  -1.999  -0.577
H  5.119  -0.307  -0.425
H  6.887  -1.470  1.248
H  5.477  -1.680  2.083
C  4.711  -3.538  -3.323
Cl  6.038  -3.685  -2.166
Cl  3.496  -4.799  -3.082
H  4.241  -2.565  -3.195
H  5.112  -3.631  -4.329
C  0.828  3.001  -3.596
Cl  -0.064  2.615  -2.116
Cl  1.485  1.542  -4.346
H  0.150  3.488  -4.305
H  1.648  3.670  -3.348
C  -3.436  -0.960  0.375
Cl  -3.297  -1.198  2.125
Cl  -1.967  -1.461  -0.468
H  -4.267  -1.545  0.014
H  -3.609  0.093  0.179
C  0.977  -0.781  4.900
Cl  1.012  -1.126  6.640
Cl  2.520  -1.165  4.134
H  0.196  -1.380  4.439
H  0.761  0.277  4.763
C  2.512  -7.966  4.090
Cl  3.414  -8.231  2.593
Cl  2.371  -6.246  4.462
H  1.516  -8.385  3.979
H  3.034  -8.460  4.905
C  -6.115  -1.156  -2.740
Cl  -6.596  -0.306  -1.266
Cl  -4.673  -2.157  -2.491
H  -6.933  -1.800  -3.049
H  -5.907  -0.423  -3.514
C  -3.306  3.617  -0.416
Cl  -2.093  2.602  0.339
Cl  -4.622  2.626  -1.062
H  -3.708  4.309  0.317
H  -2.842  4.163  -1.224
C  -3.713  6.725  2.757
Cl  -3.499  5.007  3.131
Cl  -3.920  7.002  1.019
H  -4.592  7.093  3.276
H  -2.831  7.265  3.091
C  -1.924  1.908  6.047
Cl  -0.947  1.799  4.578
Cl  -2.194  3.590  6.531
H  -2.886  1.439  5.863
H  -1.406  1.389  6.850
C  -1.036  7.811  -1.137
Cl  -0.732  6.074  -1.052
Cl  -0.468  8.633  0.321
H  -0.513  8.218  -1.998
H  -2.105  7.976  -1.241
C  -0.635  -0.250  -6.978
Cl  -1.630  -1.080  -8.183
Cl  -1.568  0.954  -6.086
H  -0.247  -0.983  -6.276
H  0.187  0.248  -7.485
C  -3.083  5.118  -4.173
Cl  -1.344  4.956  -3.883
Cl  -3.916  5.814  -2.773
H  -3.238  5.765  -5.032
H  -3.498  4.133  -4.371



[4]
Formula: C20H42Cl2GaO17S4
Source: the OMol25 dataset
Level of theory: ωB97M-V/def2-TZVPD

LUMO energy, Ha: 0.055
E_tot, Ha: -6504.30289
Gap between HOMO and LUMO, eV: 7.30
Charge: -1

Cartesian coordinates (Å):
C  6.112  -2.292  -0.435
O  5.754  -1.323  -1.411
C  4.664  -0.543  -0.910
C  3.297  -1.084  -1.450
C  2.599  -0.054  -2.398
C  1.483  -0.810  -3.185
C  0.117  -0.759  -2.390
C  -0.953  -1.525  -3.228
C  -1.017  -3.050  -2.954
C  -1.343  -3.456  -1.478
C  -2.177  -2.422  -0.669
C  -3.551  -2.046  -1.309
C  -3.767  -0.484  -1.194
Ga  -5.011  0.006  0.373
Cl  -3.880  0.080  2.373
Cl  -5.704  2.166  -0.068
H  6.757  -1.847  0.348
H  6.604  -3.128  -0.957
H  5.215  -2.701  0.072
H  4.649  -0.565  0.191
H  4.776  0.509  -1.226
H  3.497  -2.017  -2.007
H  2.609  -1.271  -0.609
H  2.131  0.733  -1.788
H  3.350  0.313  -3.114
H  1.263  -0.373  -4.170
H  1.696  -1.884  -3.330
H  -0.175  0.307  -2.395
H  0.283  -1.164  -1.383
H  -0.653  -1.410  -4.292
H  -1.924  -1.010  -3.145
H  -0.011  -3.460  -3.187
H  -1.697  -3.561  -3.660
H  -1.872  -4.429  -1.521
H  -0.408  -3.653  -0.918
H  -2.405  -2.905  0.305
H  -1.554  -1.551  -0.416
H  -3.491  -2.251  -2.396
H  -4.399  -2.608  -0.889
H  -4.137  -0.066  -2.151
H  -2.815  0.045  -0.991
H  -6.305  -0.936  0.452
C  -6.140  4.817  2.678
C  -4.896  3.989  2.920
O  -4.139  4.739  3.886
S  -5.154  5.522  4.862
O  -5.323  4.760  6.058
O  -4.785  6.901  4.886
O  -6.486  5.353  3.965
H  -5.936  5.651  2.002
H  -6.959  4.222  2.282
H  -4.317  3.835  2.014
H  -5.144  3.020  3.360
C  6.385  2.276  3.602
C  7.111  1.748  2.379
O  6.091  1.137  1.586
S  4.702  1.940  1.791
O  4.551  2.864  0.715
O  3.689  1.004  2.148
O  5.137  2.768  3.109
H  6.181  1.477  4.318
H  6.935  3.074  4.097
H  7.881  1.023  2.632
H  7.553  2.562  1.798
C  -5.327  -0.578  5.877
C  -5.894  -1.803  5.187
O  -5.941  -2.812  6.208
S  -6.228  -2.110  7.632
O  -7.624  -2.209  7.917
O  -5.231  -2.545  8.557
O  -5.909  -0.592  7.191
H  -4.243  -0.650  5.981
H  -5.581  0.342  5.357
H  -5.281  -2.130  4.352
H  -6.915  -1.623  4.840
C  5.478  -0.079  -7.200
C  5.199  -0.025  -5.709
O  3.925  0.616  -5.602
S  3.022  0.230  -6.884
O  2.164  -0.852  -6.528
O  2.538  1.434  -7.474
O  4.213  -0.361  -7.805
H  5.830  0.886  -7.573
H  6.199  -0.852  -7.457
H  5.953  0.536  -5.163
H  5.113  -1.028  -5.283



[5]
Formula: C20H42Cl8
Source: the OMol25 dataset
Level of theory: ωB97M-V/def2-TZVPD

Relative energy (zero: lowest compared OMol25 entry of this formula, charge and spin), kcal per mole: 52.3
LUMO energy, Ha: -0.007
SMILES: ClC(Cl)(Cl)Cl.ClC(Cl)(Cl)Cl.CCCCCC.CCCCCC.CCCCCC
E_tot, Ha: -4468.66430
Gap between HOMO and LUMO, eV: 10.40

Cartesian coordinates (Å):
C  8.889  -1.167  1.877
Cl  7.618  -0.109  2.493
Cl  9.157  -0.894  0.076
Cl  10.412  -0.898  2.660
Cl  8.386  -2.938  2.269
C  -0.897  -1.448  3.133
Cl  -1.317  0.188  3.619
Cl  -1.332  -1.667  1.369
Cl  0.830  -1.691  3.464
Cl  -1.873  -2.654  3.957
C  3.290  5.976  7.285
C  3.495  7.104  6.363
C  3.842  8.467  7.039
C  2.898  9.020  8.134
C  2.985  10.491  8.516
C  1.854  10.969  9.355
H  2.853  5.092  6.822
H  2.718  6.224  8.180
H  4.269  5.624  7.612
H  4.254  6.852  5.623
H  2.576  7.153  5.779
H  3.855  9.236  6.267
H  4.869  8.296  7.361
H  1.867  8.815  7.844
H  2.960  8.363  9.001
H  3.936  10.833  8.924
H  2.929  11.093  7.609
H  0.960  10.751  8.771
H  1.976  10.486  10.324
H  1.975  12.030  9.577
C  -3.795  -1.257  -7.777
C  -4.830  -0.820  -6.826
C  -5.854  0.216  -7.362
C  -5.134  1.506  -7.616
C  -6.016  2.717  -7.705
C  -5.184  3.941  -8.135
H  -4.184  -1.729  -8.679
H  -3.187  -2.024  -7.298
H  -3.032  -0.521  -8.032
H  -5.371  -1.713  -6.512
H  -4.258  -0.484  -5.961
H  -6.652  0.458  -6.659
H  -6.304  -0.179  -8.273
H  -4.361  1.656  -6.862
H  -4.541  1.427  -8.528
H  -6.940  2.600  -8.272
H  -6.355  2.847  -6.678
H  -5.165  4.100  -9.213
H  -5.721  4.831  -7.807
H  -4.211  3.911  -7.645
C  -1.277  -10.680  -3.127
C  -1.448  -9.138  -3.006
C  -0.244  -8.345  -2.329
C  -0.097  -8.705  -0.847
C  1.065  -8.026  -0.148
C  2.145  -8.978  0.369
H  -2.249  -11.172  -3.150
H  -0.707  -11.137  -2.318
H  -0.776  -10.811  -4.086
H  -1.647  -8.694  -3.981
H  -2.368  -9.031  -2.431
H  -0.426  -7.270  -2.328
H  0.689  -8.533  -2.860
H  -1.007  -8.500  -0.284
H  -0.126  -9.775  -0.641
H  1.437  -7.211  -0.768
H  0.757  -7.509  0.761
H  1.740  -9.416  1.281
H  2.429  -9.740  -0.357
H  2.973  -8.407  0.788



[6]
Formula: C20H42ClO13P3
Source: the OMol25 dataset
Level of theory: ωB97M-V/def2-TZVPD

LUMO energy, Ha: -0.076
SMILES: CC(=O)OC[C@]1(P(C)C)OC(=O)O[C@@H]1Cl.CCOP(=O)(OCC)OCC.CCOP(=O)(OCC)OCC
E_tot, Ha: -3249.29832
Gap between HOMO and LUMO, eV: 6.29

Cartesian coordinates (Å):
C  -6.527  6.472  -1.506
C  -5.132  5.564  -1.493
O  -3.986  6.269  -1.406
O  -5.227  4.101  -1.617
C  -4.520  3.414  -0.501
C  -5.516  2.592  0.511
P  -4.991  0.833  1.037
C  -4.848  -0.363  -0.459
C  -3.335  0.805  1.991
O  -6.812  2.656  -0.240
C  -7.726  3.675  0.376
O  -9.023  3.892  0.149
O  -6.791  4.419  1.284
C  -6.046  3.287  1.898
Cl  -4.874  3.612  3.294
H  -7.495  5.817  -1.645
H  -6.638  7.111  -0.525
H  -6.541  7.254  -2.407
H  -3.821  2.602  -1.028
H  -3.781  4.131  0.081
H  -4.100  0.017  -1.303
H  -5.901  -0.666  -0.924
H  -4.389  -1.372  -0.022
H  -3.504  0.250  3.032
H  -2.895  1.858  2.259
H  -2.484  0.218  1.420
H  -6.955  2.594  2.241
O  -0.526  1.595  -0.095
P  0.838  1.287  -0.760
O  1.700  2.313  0.213
C  1.968  1.912  1.541
C  3.192  1.024  1.585
O  0.591  2.385  -1.989
C  -0.666  2.416  -2.651
C  -1.400  3.690  -2.277
O  2.362  0.943  -1.503
C  2.444  0.697  -2.898
C  3.173  1.859  -3.551
H  1.099  1.408  1.976
H  2.152  2.821  2.124
H  2.999  0.074  1.076
H  3.481  0.811  2.618
H  4.035  1.498  1.071
H  -1.263  1.527  -2.422
H  -0.475  2.406  -3.729
H  -1.551  3.759  -1.196
H  -2.374  3.739  -2.770
H  -0.813  4.568  -2.568
H  1.457  0.532  -3.334
H  3.024  -0.222  -3.035
H  2.633  2.800  -3.413
H  3.305  1.689  -4.622
H  4.158  2.001  -3.091
O  2.408  -3.629  0.821
P  3.199  -4.914  1.170
O  3.924  -4.269  2.512
C  3.151  -4.119  3.685
C  3.120  -5.417  4.464
O  4.437  -4.548  0.116
C  4.124  -4.098  -1.195
C  4.488  -2.631  -1.322
O  4.082  -6.349  1.559
C  4.601  -7.177  0.530
C  6.117  -7.074  0.546
H  2.138  -3.781  3.442
H  3.625  -3.339  4.290
H  2.577  -6.187  3.909
H  2.632  -5.277  5.432
H  4.135  -5.795  4.629
H  3.071  -4.272  -1.439
H  4.720  -4.686  -1.900
H  3.953  -2.023  -0.585
H  4.254  -2.255  -2.322
H  5.557  -2.484  -1.132
H  4.180  -6.918  -0.443
H  4.303  -8.207  0.756
H  6.451  -6.051  0.346
H  6.564  -7.736  -0.199
H  6.509  -7.337  1.535